(1)
A cluster of 2 separate species, C5H12NO in total in a non-equilibrium geometry. Source: the OMol25 dataset; level of theory: ωB97M-V/def2-TZVPD.

XYZ file:
```
19
Properties=species:S:1:pos:R:3:nbo_charge:R:1
C -0.890 0.952 -1.722 -0.646
C -0.325 -0.353 -1.125 -0.468
C -0.958 -0.646 0.256 0.125
C -2.276 -0.863 0.333 -0.317
C 0.853 0.023 1.805 0.100
N -0.267 -0.560 1.524 -0.393
H -0.207 1.661 -2.246 0.248
H -1.115 1.752 -0.907 0.219
H -1.864 0.748 -2.301 0.243
H 0.743 -0.492 -1.033 0.241
H -0.728 -1.217 -1.671 0.255
H -2.727 -0.639 -0.599 0.230
H -2.895 -1.248 1.290 0.245
H 0.973 0.267 2.812 0.230
H 1.454 0.181 0.951 0.244
H -0.745 -0.938 2.334 0.436
H 2.416 1.440 -0.909 0.466
H 3.918 1.121 -0.950 0.504
O 3.028 0.826 -0.590 -0.963
```

- charge = +1
- E (a.u.) = -327.3670
- multiplicity = 1
- gap between HOMO and LUMO (eV) = 9.08
- LUMO energy (Ha) = -0.1902



(2)
A cluster of 40 separate species, H80O40 in total in a non-equilibrium geometry. Source: the OMol25 dataset; level of theory: ωB97M-V/def2-TZVPD.

XYZ file:
```
120
Properties=species:S:1:pos:R:3:lowdin_charge:R:1
H -0.536 -3.780 0.428 0.036
H -1.558 -3.178 -0.359 0.027
O -0.942 -2.912 0.353 -0.074
H 1.397 -3.687 1.682 0.003
H 1.586 -3.089 0.367 0.002
O 1.711 -2.833 1.298 -0.090
H -2.048 3.478 0.270 0.071
H -1.286 3.565 -1.176 0.036
O -1.989 3.178 -0.643 -0.061
H 4.872 3.069 -1.380 0.014
H 5.833 2.448 -2.131 0.065
O 4.875 2.614 -2.246 -0.092
H -1.359 -3.960 4.456 0.006
H -2.794 -3.712 4.121 0.032
O -2.238 -4.298 4.660 -0.066
H -3.878 -1.067 5.596 0.050
O -3.505 -0.187 5.603 -0.052
H -2.012 -5.419 -1.474 0.068
O -1.858 -4.491 -1.678 -0.023
H 1.509 3.021 -2.397 0.041
H 1.541 3.453 -0.853 0.016
O 0.995 3.298 -1.644 -0.028
H 3.095 -5.321 -0.072 0.016
H 2.560 -6.738 -0.263 0.068
O 2.278 -5.819 -0.168 -0.054
H 1.708 3.528 1.979 0.072
H 1.141 2.394 1.273 0.018
O 1.723 3.194 1.075 -0.111
H -1.059 1.112 -1.815 0.008
H -1.510 0.664 -2.969 0.044
O -1.876 1.276 -2.306 -0.091
H -0.817 3.014 -5.086 0.058
O -0.664 2.249 -4.515 -0.048
H -2.776 0.785 3.205 0.021
H -1.708 0.281 4.095 -0.011
O -1.811 0.836 3.312 -0.078
H -4.887 -1.456 0.003 0.007
H -5.104 -0.330 1.010 0.018
O -4.823 -1.258 0.947 -0.074
H -1.391 -1.012 0.657 0.025
H -2.102 -0.727 -0.739 0.038
O -1.471 -0.401 -0.095 -0.043
H 1.888 0.355 -6.076 0.048
H 0.831 0.009 -4.991 -0.026
O 1.029 -0.004 -5.917 -0.018
H 2.738 0.209 -1.081 0.040
H 2.595 0.612 0.306 0.053
O 2.869 1.001 -0.533 -0.050
H 4.573 -3.534 -0.226 0.017
H 5.294 -4.128 -1.444 0.048
O 4.893 -4.367 -0.603 -0.053
H -4.129 1.645 1.686 -0.019
O -4.350 1.903 0.789 -0.045
H 0.498 -2.940 -3.991 0.008
H 0.667 -4.633 -3.945 0.047
O 0.943 -3.762 -3.691 -0.057
H -1.578 -1.880 2.665 0.031
O -1.103 -1.681 3.469 -0.025
H 0.323 5.881 1.010 0.031
H 1.532 5.104 0.749 -0.018
O 1.278 5.928 1.190 -0.064
H -0.040 0.436 1.601 0.062
H 0.237 0.837 0.149 0.028
O 0.480 1.039 1.049 -0.027
H 4.631 1.016 -2.822 -0.017
H 5.191 -0.355 -2.203 0.015
O 4.670 0.043 -2.899 -0.080
H 0.282 1.517 3.091 -0.008
H -0.197 1.737 4.550 -0.003
O 0.561 1.822 3.960 -0.057
H -3.593 -1.403 -2.516 -0.001
H -4.908 -1.148 -3.030 0.037
O -4.474 -1.781 -2.430 -0.057
H -3.554 0.776 -2.883 -0.011
H -4.769 1.314 -3.645 0.042
O -4.365 1.292 -2.774 -0.047
H 4.345 -1.333 2.354 0.038
H 3.737 -2.721 2.060 0.006
O 4.518 -2.174 1.902 -0.069
H -2.953 5.952 -0.748 0.015
H -1.649 6.710 -1.251 0.028
O -1.989 6.108 -0.595 -0.077
H -2.986 -1.632 -5.716 0.051
H -2.892 -2.380 -4.454 0.038
O -3.500 -1.756 -4.897 -0.065
H -0.648 1.249 6.784 0.087
H -0.232 0.177 5.753 0.049
O -0.952 0.788 5.987 -0.074
H 1.471 0.653 -2.932 0.073
O 0.793 0.370 -2.304 -0.037
H 1.241 -5.792 2.954 0.051
H 1.615 -5.742 1.561 0.014
O 1.881 -5.335 2.406 -0.064
H -3.611 1.915 0.174 0.008
H -2.642 -0.047 6.040 0.022
H -0.277 -2.159 3.427 0.043
H -1.175 -4.410 -2.338 0.025
H -1.112 2.562 -3.732 0.009
H 0.596 1.032 -1.641 0.009
O 4.197 4.062 0.152 -0.058
H 4.570 4.180 1.040 0.066
H 3.325 3.681 0.389 -0.003
O 2.476 -3.162 -1.551 -0.068
H 1.722 -3.537 -2.036 0.014
H 3.064 -2.512 -1.950 0.045
O 1.617 0.504 6.421 -0.051
H 2.152 -0.246 6.158 0.055
H 1.781 1.291 5.876 0.048
O 5.841 1.188 -0.301 -0.052
H 4.895 1.064 -0.407 -0.008
H 6.272 0.612 0.319 0.042
O -0.370 -1.521 -4.208 -0.037
H -0.515 -1.116 -5.062 0.051
H 0.215 -1.016 -3.625 0.029
O -4.234 4.763 -1.310 -0.064
H -3.578 4.056 -1.129 0.010
H -4.188 4.902 -2.257 0.047
O -4.246 1.964 3.536 -0.041
H -4.087 2.818 3.914 0.063
H -4.252 1.345 4.289 0.040
```

- E (a.u.) = -3057.5162
- multiplicity = 1
- gap between HOMO and LUMO (eV) = 9.83
- LUMO energy (Ha) = -0.0178



(3)
A cluster of 13 separate species, C45H64F3NO39PS in total in a non-equilibrium geometry. Source: the OMol25 dataset; level of theory: ωB97M-V/def2-TZVPD.

XYZ file:
```
154
Properties=species:S:1:pos:R:3:lowdin_charge:R:1
C 8.006 -3.692 0.470 0.045
C 6.915 -3.750 1.477 -0.502
O 6.881 -3.174 2.523 0.124
O 5.848 -4.523 1.070 -0.044
C 5.182 -5.282 2.082 -0.161
C 4.104 -4.396 2.708 -0.212
C 2.948 -4.222 1.707 -0.253
P 1.784 -2.926 2.151 0.777
S 2.030 -2.255 4.073 0.722
N 1.872 -1.644 1.096 -0.189
C 1.095 -1.835 -0.185 -0.040
C 3.287 -1.269 0.782 -0.473
C 4.078 -0.543 1.823 0.022
O 3.686 -1.556 -0.299 0.122
C 0.031 -3.682 2.185 -0.729
F -0.769 -3.003 2.966 0.158
F -0.471 -3.732 0.960 0.122
F 0.158 -4.922 2.655 0.137
H 8.780 -4.436 0.700 0.112
H 7.622 -3.830 -0.542 0.085
H 8.465 -2.701 0.556 0.072
H 4.768 -6.178 1.604 0.135
H 5.874 -5.619 2.865 0.141
H 3.743 -4.797 3.665 0.123
H 4.574 -3.424 2.880 0.082
H 2.400 -5.160 1.548 0.113
H 3.343 -3.876 0.737 0.101
H 2.087 -0.974 3.684 -0.130
H 1.377 -1.048 -0.888 0.089
H 0.040 -1.662 0.042 0.089
H 1.207 -2.829 -0.627 0.094
H 5.050 -0.306 1.377 0.101
H 4.249 -1.151 2.718 0.066
H 3.577 0.396 2.086 0.084
C 7.689 0.975 0.224 -0.101
C 8.507 1.736 -0.800 -0.091
O 9.690 0.921 -0.900 0.079
C 9.381 -0.327 -0.514 -0.581
O 10.093 -1.280 -0.634 0.141
O 8.151 -0.375 0.033 0.028
H 6.617 1.036 0.050 0.116
H 7.919 1.278 1.242 0.098
H 8.022 1.769 -1.773 0.116
H 8.768 2.741 -0.480 0.134
C 9.766 0.238 4.554 -0.105
C 10.090 1.412 5.463 -0.106
O 9.968 2.525 4.570 0.071
C 9.164 2.173 3.549 -0.568
O 8.745 2.915 2.717 0.158
O 8.902 0.844 3.586 0.046
H 9.249 -0.578 5.051 0.132
H 10.647 -0.150 4.041 0.136
H 9.362 1.530 6.267 0.133
H 11.091 1.383 5.882 0.134
C -2.154 -4.823 -2.299 -0.108
C -2.341 -3.444 -1.703 -0.099
O -1.318 -2.689 -2.371 0.042
C -1.019 -3.311 -3.537 -0.571
O -0.316 -2.852 -4.382 0.154
O -1.619 -4.518 -3.594 0.060
H -3.087 -5.366 -2.379 0.100
H -1.418 -5.427 -1.760 0.130
H -3.321 -3.033 -1.945 0.136
H -2.189 -3.397 -0.630 0.112
C 1.982 0.975 -3.266 -0.071
C 3.313 1.524 -3.749 -0.074
O 3.851 2.109 -2.546 0.088
C 3.299 1.498 -1.497 -0.569
O 3.658 1.605 -0.358 0.140
O 2.265 0.720 -1.870 0.015
H 1.666 0.056 -3.753 0.139
H 1.187 1.713 -3.320 0.108
H 4.001 0.749 -4.089 0.123
H 3.218 2.288 -4.515 0.139
C -6.192 -6.193 -5.561 -0.091
C -4.715 -5.895 -5.737 -0.088
O -4.432 -5.095 -4.569 0.054
C -5.355 -5.388 -3.631 -0.578
O -5.295 -5.023 -2.492 0.138
O -6.340 -6.149 -4.134 0.075
H -6.488 -7.166 -5.939 0.137
H -6.830 -5.423 -5.997 0.135
H -4.102 -6.792 -5.704 0.111
H -4.483 -5.336 -6.637 0.140
C -0.396 -8.804 -5.756 -0.111
C -1.237 -10.063 -5.885 -0.109
O -2.481 -9.540 -6.363 0.061
C -2.244 -8.358 -6.976 -0.575
O -3.045 -7.756 -7.619 0.154
O -0.977 -7.952 -6.747 0.067
H 0.658 -8.953 -5.969 0.132
H -0.508 -8.326 -4.780 0.129
H -0.841 -10.755 -6.629 0.135
H -1.393 -10.589 -4.948 0.132
C 0.161 1.959 0.677 -0.088
C 1.266 1.684 1.675 -0.118
O 0.548 1.194 2.816 0.043
C -0.637 0.696 2.386 -0.584
O -1.378 0.047 3.056 0.152
O -0.839 1.010 1.091 0.067
H 0.446 1.780 -0.353 0.102
H -0.246 2.967 0.765 0.140
H 1.933 0.898 1.324 0.067
H 1.853 2.558 1.942 0.145
C -2.924 5.128 -1.863 -0.096
C -3.748 3.868 -2.024 -0.101
O -2.760 2.925 -2.495 0.081
C -1.554 3.352 -2.110 -0.574
O -0.546 2.705 -2.198 0.117
O -1.608 4.591 -1.600 0.069
H -3.246 5.759 -1.044 0.120
H -2.880 5.719 -2.778 0.139
H -4.150 3.501 -1.081 0.129
H -4.550 3.969 -2.746 0.127
C -6.095 5.849 1.107 -0.087
C -7.543 6.074 0.721 -0.103
O -7.421 6.498 -0.653 0.083
C -6.269 6.032 -1.143 -0.570
O -5.933 6.060 -2.289 0.156
O -5.498 5.507 -0.157 0.019
H -5.958 5.041 1.819 0.136
H -5.613 6.753 1.482 0.135
H -8.128 5.158 0.756 0.127
H -8.035 6.845 1.304 0.129
C -11.513 7.389 3.351 -0.103
C -12.274 6.082 3.221 -0.096
O -11.258 5.181 2.751 0.068
C -10.060 5.669 3.118 -0.583
O -9.028 5.074 3.015 0.131
O -10.172 6.920 3.598 0.064
H -11.846 8.029 4.158 0.101
H -11.515 7.961 2.423 0.139
H -12.641 5.715 4.180 0.134
H -13.095 6.117 2.511 0.134
C -9.177 10.966 7.064 -0.105
C -9.734 9.669 7.626 -0.106
O -10.878 9.452 6.790 0.064
C -10.688 10.107 5.625 -0.562
O -11.379 9.979 4.662 0.143
O -9.610 10.911 5.699 0.070
H -8.094 11.036 7.104 0.133
H -9.617 11.847 7.533 0.134
H -9.048 8.831 7.499 0.133
H -10.043 9.734 8.665 0.133
C 5.041 -3.078 -2.193 -0.126
C 5.281 -2.951 -3.688 -0.092
O 5.573 -1.557 -3.825 0.064
C 6.024 -1.092 -2.640 -0.544
O 6.505 -0.019 -2.466 0.176
O 5.848 -2.021 -1.669 0.031
H 5.360 -4.029 -1.772 0.126
H 4.001 -2.890 -1.919 0.108
H 6.148 -3.524 -4.022 0.136
H 4.420 -3.210 -4.298 0.135
```

- charge = +1
- E (a.u.) = -5781.3552
- multiplicity = 1
- gap between HOMO and LUMO (eV) = 9.40
- LUMO energy (Ha) = -0.0949



(4)
A cluster of 2 separate species, C2H9N3O in total in a non-equilibrium geometry. Source: the OMol25 dataset; level of theory: ωB97M-V/def2-TZVPD.

XYZ file:
```
15
Properties=species:S:1:pos:R:3:nbo_charge:R:1
N -0.692 -1.090 -1.850 -0.837
C 0.213 -1.832 -0.910 -0.060
N -0.052 -2.033 0.465 -0.843
H -1.415 -1.793 -2.243 0.351
H -1.138 -0.488 -1.219 0.337
H 0.321 -2.863 -1.346 0.156
H 1.192 -1.276 -1.011 0.175
H 0.425 -1.445 1.003 0.368
H -1.032 -1.981 0.785 0.353
C 0.625 1.901 0.914 0.525
N 0.171 3.155 1.140 -0.833
O 1.095 1.047 1.731 -0.607
H 0.439 1.661 -0.172 0.103
H -0.711 3.527 0.750 0.418
H 0.561 3.510 1.964 0.394
```

- E (a.u.) = -321.0650
- multiplicity = 1
- SMILES = NC=O.NCN
- gap between HOMO and LUMO (eV) = 9.56
- LUMO energy (Ha) = 0.0276